Entry from the OMol25 dataset: a structure of composition C32H30Br3N6O2W (wB97M-V/def2-TZVPD).

```
74
Properties=species:S:1:pos:R:3:mulliken_charge:R:1
H 0.52546 1.80868 -6.33122 0.503
C -2.61494 -1.99439 -3.74568 -0.622
H -1.58415 -3.81060 -3.22819 0.565
H -2.82958 -0.01926 4.57535 0.381
N 0.99768 2.31272 0.29334 0.448
H -3.24270 -0.65275 -0.15589 0.223
Br -1.62275 2.86663 0.02658 0.144
C -3.23630 -0.12220 0.78326 -0.341
C -1.72273 -1.71424 1.76815 0.028
C 1.94756 4.91364 0.51376 0.714
C 1.96102 -0.86238 -2.03430 0.511
C 0.57176 4.67579 0.35643 -0.451
C -2.18360 -0.20860 -2.24974 -0.214
H 2.76425 -1.33214 -4.50126 0.593
H -0.13081 5.49772 0.31870 0.559
H -3.41931 0.93464 0.59263 0.437
O 0.06724 1.25791 -1.90252 0.413
C 0.19258 3.37510 0.24656 0.348
C 2.82519 3.81992 0.55541 -0.720
H -0.99682 0.18041 3.24687 0.740
H 2.96516 1.68905 0.46884 0.473
H -3.26128 -3.02307 2.57375 0.381
C 1.15374 0.68224 2.78943 -0.586
N -3.76174 -1.04565 3.01483 -0.063
C 0.79182 1.24937 -5.44209 -0.324
H -3.09433 -2.40455 -4.62623 0.485
C -3.12654 0.14903 3.54082 -1.047
H -0.42102 2.45360 -4.13538 0.568
H 1.83116 0.86250 4.81475 0.537
C 2.31455 2.55391 0.44587 -0.678
H -0.70144 -1.88222 2.10816 0.169
Br 2.39244 -0.28047 -7.22482 -0.079
W -0.07897 0.40463 -0.14969 -0.527
C 1.49004 -0.17979 -3.17641 0.205
C -1.17062 -2.22948 -1.86053 -0.147
N -1.33697 -0.94679 -1.48076 1.053
O 2.31492 6.17355 0.61397 -0.469
N -1.86456 -0.26493 1.39406 -0.094
C 3.71963 -3.18116 1.12878 -1.212
H 3.89333 3.96144 0.66425 0.405
H 3.21906 -3.01716 -0.95212 0.504
H 4.36444 -4.03265 0.95490 0.471
C 3.58266 -2.66852 2.38882 -0.861
C -4.32533 -0.71902 1.71848 -1.066
N 1.13905 0.00787 1.64775 1.646
H -2.27690 -2.26744 3.81804 0.294
H -5.13392 -0.00318 1.84953 0.350
H 3.27116 6.29345 0.70986 0.347
H -3.84758 0.96603 3.53303 0.313
C 3.05501 -2.59299 0.03085 -0.597
C 1.88222 0.27414 3.90819 -1.245
C 2.73571 -1.55667 2.60408 0.803
Br -0.12324 -3.41141 -0.84471 0.085
H 3.17079 -1.23872 4.70205 0.515
C 2.05011 -0.51908 -4.43307 -0.796
H -1.80540 1.56418 2.49621 0.262
H -1.88112 -2.29464 0.86571 0.162
C 0.58881 0.89095 -3.08391 0.313
C 2.62706 -0.87502 3.83668 -0.887
C 1.68832 0.17416 -5.55409 -0.545
C 0.25651 1.61201 -4.21981 -1.079
N 1.54759 -0.75336 -0.79362 1.262
C 2.01567 -1.04077 1.51593 -0.581
C -2.83699 -0.68066 -3.35513 -0.791
H -4.74937 -1.61910 1.27612 0.339
H -2.32243 0.81885 -1.95331 0.257
H 2.78631 -1.54579 -2.21033 0.380
H 4.12934 -3.08925 3.22419 0.496
C 2.23071 -1.51969 0.22269 0.663
H 0.55341 1.57840 2.83583 0.752
H -3.50128 -0.02745 -3.90396 0.556
C -1.77408 -2.77657 -2.98042 -0.846
C -2.76414 -2.09682 2.85817 -0.981
C -1.87054 0.49813 2.69754 -0.802
```

Properties
* lowest unoccupied orbital energy (spin up / spin down): -9.17 / -9.82 eV
* <S²>: 2.02
* energy above the lowest of the compared OMol25 structures with the same formula, charge and spin: 15.5 kcal per mole
* largest force on an atom: 0.0107 Eh/bohr
* calculated total energy: -9504.7110 a.u.
* total charge: +3
* 2S+1: 3

---

Entry from the OMol25 dataset: a structure of composition C37H42Cl3N7O5SSeY (wB97M-V/def2-TZVPD).

```
97
Properties=species:S:1:pos:R:3:mulliken_charge:R:1
N 0.32220 -1.40312 0.48764 2.130
C 0.54849 -1.45490 -3.37200 0.380
C 0.30319 2.09833 -1.73620 -0.096
H -3.76029 1.39194 -2.14379 0.411
N 0.49118 3.20628 0.39211 0.925
C -1.62051 -0.26192 3.20507 -0.790
C 1.53137 -5.07977 -3.42476 -0.013
C -2.74272 5.70599 5.21323 -0.297
H -1.49268 -3.99112 -3.80502 0.660
H -1.59991 -1.71417 -0.37035 0.426
C 1.04710 -0.92156 -4.68109 -0.501
O -1.52252 0.68594 -0.09747 0.389
O 3.52216 2.31891 -0.18566 -0.784
Se -2.22695 3.07580 1.99506 -0.435
H 2.15625 -1.26966 3.70260 0.235
H 2.40828 -1.77478 0.81199 0.518
C 1.30580 -3.14208 -0.51623 -0.715
Cl -1.29485 0.36602 -5.35254 -0.214
H 4.04693 1.98949 2.44214 0.498
Y 0.13437 0.81292 1.90677 0.508
C 2.52938 1.22456 4.20892 0.330
H -1.73016 -3.71059 2.57102 0.333
H 0.62766 0.77324 5.13843 0.247
H -2.99026 1.96387 4.71994 0.304
N -3.07761 4.96211 6.27377 -0.676
H 1.85998 6.45862 -1.17312 0.396
H -0.63688 -4.96698 -1.57962 0.466
N -1.15694 2.04502 -1.87469 0.199
N 1.28040 -0.83319 3.96809 -0.500
C 2.87667 1.75776 0.69590 0.384
C 2.35373 -1.17946 -5.19970 -0.829
C 0.55714 -4.31564 -4.05247 0.338
H 0.65350 1.19800 -1.24118 -0.495
O -0.63375 -2.23939 -3.56284 -0.426
N 2.05337 1.63591 3.02858 -0.242
C 0.32523 -0.16691 -5.54998 1.001
O 2.05027 0.76839 0.51088 -0.287
H -1.58965 2.77422 -2.41765 0.293
C -2.26454 -1.59104 2.76826 1.959
H 0.29870 -0.65106 -2.68010 -0.384
C 1.49834 -2.10195 0.33321 -1.366
H 1.34024 4.46981 -2.59497 0.459
H 1.34560 -2.03706 -2.91589 0.469
C 2.57431 -5.67936 -4.12084 -1.201
H -0.33918 -2.61471 2.67286 0.134
H -4.31251 -1.03157 3.23379 0.385
H -1.83184 -3.69267 -1.63209 0.463
C -2.56402 3.82023 3.71346 0.321
O 3.64352 1.43919 4.70850 -0.806
H 1.47293 6.28765 1.29654 0.455
H 1.99499 -3.87989 -0.88332 0.431
H 0.74794 2.14165 -2.72752 0.638
H -2.67807 6.77812 5.38671 0.332
C -0.78630 -3.91523 -1.82401 -1.598
H -3.96333 1.08659 -0.38849 0.264
C 3.03217 2.24462 2.13541 -0.897
H -2.45763 -1.54527 1.68484 -0.561
C 0.75558 4.27851 1.14305 -0.558
N -0.02911 -3.07516 -0.90154 0.346
H -2.41605 0.48926 3.19876 -0.013
H -4.09504 -2.78871 3.06408 0.418
H 1.71032 -4.69504 -7.24034 0.453
C -3.62339 -1.85950 3.42430 -1.717
C 1.57170 0.27527 4.90511 -0.500
C -2.47940 5.19635 3.94919 -0.438
H 0.55278 4.17504 2.20099 0.672
S 1.19279 0.22509 -6.97089 -0.241
H -3.49544 -1.94369 4.51053 0.357
C 1.67342 -4.79878 -6.16346 -0.924
H 3.46466 -0.65768 -7.02486 0.451
C 2.56996 -0.62316 -6.41970 -0.418
C -1.35283 -2.78934 3.03515 -1.667
C -1.95600 1.43193 -0.97827 0.293
C 0.70221 3.29684 -0.92138 -0.080
C -0.56738 -2.01165 -0.25379 -1.259
H -3.41750 3.02989 6.90484 0.354
H 1.48018 -5.23950 -2.35807 0.372
C -2.91214 3.03969 4.82090 -0.056
H 0.70690 -1.53544 4.41438 0.207
C 1.17464 4.45290 -1.52408 -0.673
H 2.04062 -0.04328 5.83159 0.412
C 2.64249 -5.51443 -5.48858 0.359
H -1.29664 -2.97085 4.11831 0.472
C -3.14943 3.64339 6.04780 -0.405
H -2.21255 5.86187 3.13668 0.354
Cl -0.59222 -3.40832 -6.36032 -0.170
C 1.25765 5.46047 0.63189 -1.071
Cl 3.94656 -6.23448 -6.38554 -0.224
H 3.32497 -6.26322 -3.60343 0.442
C 0.63684 -4.22484 -5.44445 0.628
H 2.98234 3.33260 2.13791 0.343
H 3.09867 -1.75841 -4.66362 0.468
C 1.46721 5.54974 -0.73245 -0.580
H -1.34771 -0.38308 4.27589 0.383
C -3.43397 1.66788 -1.13681 -1.767
C -0.58534 -3.62811 -3.32236 -0.016
H -3.65059 2.72374 -0.95950 0.423
```

Properties
* lowest unoccupied orbital energy: 1.64 eV
* energy above the lowest of the compared OMol25 structures with the same formula, charge and spin: 20.4 kcal per mole
* largest force on an atom: 0.0138 Eh/bohr
* calculated total energy: -6413.3925 a.u.
* total charge: -1